Entry from OMol25: a cluster of 2 separate species, C7H6Cl3N in total (the ωB97M-V functional and the def2-TZVPD basis).

Each line ends with the natural charge from an NBO analysis.
CARTESIAN COORDINATES (ANGSTROEM)
1 C -1.294 -1.212 0.330  -0.312
2 C 1.068 -1.250 -0.198  -0.285
3 C -0.017 -1.785 0.444  -0.021
4 C -1.560 -0.147 -0.463  0.031
5 C 1.169 1.436 1.000  0.196
6 C -0.443 0.505 -1.197  -0.544
7 C 0.964 0.020 -0.828  -0.066
8 N 0.282 2.218 1.034  -0.662
9 Cl 0.013 -3.240 1.418  0.007
10 Cl -3.115 0.424 -0.741  0.061
11 Cl 2.201 0.512 -1.912  0.021
12 H -2.206 -1.673 0.839  0.240
13 H 2.144 -1.652 -0.098  0.244
14 H 2.074 1.196 1.589  0.177
15 H -0.728 0.177 -2.223  0.244
16 H -0.547 1.638 -0.876  0.278
17 H -0.006 2.834 1.882  0.391

Properties
Kohn-Sham gap (spin up / spin down)   6.9661 / 6.9678 eV
2S+1   1
Strongest force on any atom   5.1 eV Å⁻¹
Electronic energy   -46409.597 eV
ΔE to the lowest compared entry with this formula, charge and spin   0.0 kcal/mol

Entry from OMol25: a cluster of 14 separate species, BF4H26O13 in total (the ωB97M-V functional and the def2-TZVPD basis).

Each line ends with the natural charge from an NBO analysis.
CARTESIAN COORDINATES (ANGSTROEM)
1 B 5.530 21.637 21.244  1.334
2 F 6.068 21.969 22.483  -0.562
3 F 5.409 22.763 20.416  -0.586
4 F 6.212 20.554 20.657  -0.559
5 F 4.197 21.169 21.482  -0.587
6 O 8.161 18.288 21.196  -0.952
7 H 7.567 18.879 21.676  0.490
8 H 8.791 18.876 20.767  0.460
9 O 1.641 20.025 19.476  -0.966
10 H 2.137 20.698 19.957  0.481
11 H 2.194 19.830 18.709  0.482
12 O 4.259 20.667 17.913  -0.974
13 H 4.106 21.413 18.499  0.476
14 H 4.533 19.951 18.503  0.494
15 O 8.101 24.199 20.224  -0.940
16 H 7.135 24.230 20.221  0.471
17 H 8.373 25.121 20.278  0.467
18 O 5.514 23.712 17.891  -0.970
19 H 5.822 23.452 18.776  0.491
20 H 5.864 23.034 17.302  0.488
21 O 4.341 22.595 24.397  -0.948
22 H 4.029 22.369 23.505  0.523
23 H 4.662 23.498 24.306  0.490
24 O 6.470 19.147 23.668  -0.951
25 H 6.213 19.177 24.594  0.468
26 H 5.881 19.781 23.231  0.483
27 O 2.671 23.277 22.108  -0.969
28 H 3.164 23.122 21.286  0.500
29 H 2.112 24.034 21.911  0.468
30 O 8.622 23.441 23.401  -0.974
31 H 7.915 23.128 22.823  0.483
32 H 8.239 23.378 24.287  0.484
33 O 5.481 25.031 22.118  -0.968
34 H 6.321 25.131 22.582  0.477
35 H 5.483 24.109 21.810  0.483
36 O 6.405 23.249 25.279  -1.006
37 H 5.609 22.748 25.035  0.481
38 H 6.748 22.804 26.063  0.458
39 O 4.185 18.637 20.347  -0.970
40 H 3.479 18.425 20.965  0.472
41 H 4.706 19.312 20.806  0.490
42 O 2.925 23.180 19.059  -0.982
43 H 2.401 23.847 18.605  0.474
44 H 3.843 23.368 18.787  0.496

Properties
Kohn-Sham gap   10.4142 eV
2S+1   1
Strongest force on any atom   2.2 eV Å⁻¹
Electronic energy   -38596.273 eV
ΔE to the lowest compared entry with this formula, charge and spin   17.3 kcal/mol
Net charge   -1

Entry from OMol25: the molecule C3H7F2NO (the ωB97M-V functional and the def2-TZVPD basis).

Each line ends with the natural charge from an NBO analysis.
CARTESIAN COORDINATES (ANGSTROEM)
1 C -2.158 0.022 -0.093  -0.605
2 C -0.820 -0.387 0.507  -0.415
3 C 0.333 0.272 -0.235  -0.073
4 O 1.547 -0.134 0.410  -0.359
5 N 2.611 0.027 -0.396  0.501
6 F 3.372 1.105 0.126  -0.256
7 F 3.455 -1.035 -0.133  -0.218
8 H -2.293 1.099 -0.031  0.206
9 H -2.216 -0.272 -1.139  0.205
10 H -2.971 -0.458 0.444  0.220
11 H -0.699 -1.470 0.455  0.210
12 H -0.772 -0.094 1.556  0.211
13 H 0.359 -0.040 -1.284  0.190
14 H 0.252 1.364 -0.189  0.182

Properties
Kohn-Sham gap   12.1657 eV
2S+1   1
Strongest force on any atom   1.3 eV Å⁻¹
Electronic energy   -12192.358 eV
ΔE to the lowest compared entry with this formula, charge and spin   85.1 kcal/mol
SMILES string   CCCON(F)F

Entry from OMol25: a cluster of 5 separate species, H10O5 in total (the ωB97M-V functional and the def2-TZVPD basis).

Each line ends with the natural charge from an NBO analysis.
CARTESIAN COORDINATES (ANGSTROEM)
1 O -0.762 2.358 0.026  -1.020
2 O 1.760 1.193 -0.124  -1.172
3 O 1.787 -1.509 0.053  -1.294
4 O -0.754 -2.105 -0.206  -1.010
5 O -2.267 0.187 -0.027  -1.043
6 H -0.616 2.324 0.996  0.451
7 H 2.689 0.907 -0.204  0.406
8 H 2.656 -1.761 0.436  0.291
9 H -1.053 -2.231 -1.124  0.449
10 H -3.171 0.314 0.247  0.458
11 H 0.182 2.275 -0.233  0.515
12 H 1.290 0.341 -0.010  0.494
13 H 1.162 -2.162 0.404  0.473
14 H -1.095 -1.186 -0.084  0.495
15 H -1.808 1.055 -0.149  0.506

Properties
Kohn-Sham gap (spin up / spin down)   2.5428 / 10.4457 eV
2S+1   2
Strongest force on any atom   1.3 eV Å⁻¹
Electronic energy   -10399.164 eV
ΔE to the lowest compared entry with this formula, charge and spin   12.5 kcal/mol
Net charge   -1
Expectation value of S²   0.751

Entry from OMol25: a structure of composition C29H21ClF3I2N7O5Ru (the ωB97M-V functional and the def2-TZVPD basis).

Each line ends with the natural charge from an NBO analysis.
CARTESIAN COORDINATES (ANGSTROEM)
1 Ru 0.257 -0.562 0.300  1.201
2 Cl -5.691 2.794 1.546  -0.038
3 C -4.441 1.842 0.783  -0.107
4 C -4.148 2.037 -0.535  -0.213
5 C -3.147 1.294 -1.196  -0.304
6 I -2.762 1.635 -3.209  0.153
7 C -2.413 0.337 -0.518  0.426
8 O -1.497 -0.432 -0.981  -0.727
9 C -2.728 0.157 0.887  0.072
10 N -1.932 -0.743 1.501  -0.383
11 C -2.172 -1.037 2.756  0.057
12 C -3.193 -0.415 3.494  -0.271
13 C -3.960 0.555 2.904  -0.162
14 C -3.742 0.870 1.548  -0.036
15 H -4.702 2.781 -1.092  0.232
16 H -1.536 -1.794 3.202  0.210
17 H -3.353 -0.703 4.525  0.217
18 H -4.733 1.072 3.457  0.224
19 I -0.255 -1.195 -8.541  0.102
20 C 0.098 -0.935 -6.492  -0.143
21 C 0.769 0.199 -6.057  -0.262
22 C 0.984 0.376 -4.700  -0.167
23 C 0.545 -0.581 -3.794  -0.057
24 C -0.101 -1.723 -4.246  -0.184
25 C -0.342 -1.900 -5.601  -0.248
26 C 0.720 -0.350 -2.325  0.775
27 O 0.599 0.832 -1.956  -0.709
28 O 0.872 -1.352 -1.527  -0.663
29 H 1.120 0.935 -6.767  0.221
30 H 1.493 1.257 -4.331  0.243
31 H -0.431 -2.459 -3.524  0.239
32 H -0.864 -2.779 -5.956  0.219
33 C 0.351 4.616 1.179  -0.421
34 C -0.496 3.758 0.262  -0.210
35 N -0.294 2.360 0.597  -0.619
36 C 0.048 1.925 1.836  0.663
37 N 0.326 0.654 2.002  -0.536
38 C 0.846 0.192 3.274  -0.221
39 C 0.223 0.967 4.419  -0.424
40 C 0.450 2.447 4.196  -0.194
41 N 0.047 2.834 2.852  -0.436
42 C -0.005 4.274 2.611  -0.196
43 H 0.184 5.678 0.997  0.219
44 H 1.406 4.398 0.997  0.216
45 H -0.209 3.882 -0.782  0.230
46 H -1.555 4.023 0.347  0.191
47 H -0.008 1.767 -0.180  0.453
48 H 1.938 0.288 3.286  0.200
49 H 0.635 -0.872 3.363  0.219
50 H 0.655 0.667 5.375  0.218
51 H -0.851 0.767 4.453  0.213
52 H 1.507 2.699 4.348  0.183
53 H -0.131 3.042 4.905  0.198
54 H 0.694 4.749 3.304  0.199
55 H -1.008 4.647 2.849  0.190
56 N 2.080 0.298 0.130  -0.421
57 C 3.114 0.232 -0.396  0.524
58 C 4.334 0.291 -1.026  -0.576
59 C 4.453 1.119 -2.172  0.319
60 N 4.538 1.789 -3.107  -0.390
61 C 5.447 -0.431 -0.531  0.314
62 N 6.365 -1.008 -0.136  -0.381
63 F 1.343 -5.320 1.564  -0.314
64 C 1.744 -4.108 1.953  0.894
65 F 3.023 -3.964 1.607  -0.307
66 F 1.684 -4.079 3.306  -0.336
67 C 0.829 -3.001 1.389  0.669
68 O -0.353 -3.222 1.222  -0.616
69 O 1.444 -1.876 1.211  -0.631

Properties
Kohn-Sham gap (spin up / spin down)   7.3378 / 7.1795 eV
2S+1   2
Strongest force on any atom   1.4 eV Å⁻¹
Electronic energy   -90543.821 eV
ΔE to the lowest compared entry with this formula, charge and spin   64.6 kcal/mol
Net charge   -1
Expectation value of S²   0.755

Entry from OMol25: a structure of composition C53H46N6O2PSSc (the ωB97M-V functional and the def2-TZVPD basis).

Each line ends with the Löwdin charge.
CARTESIAN COORDINATES (ANGSTROEM)
1 Sc 13.215 11.335 14.061  0.909
2 C 15.044 10.102 17.962  0.010
3 C 14.212 10.623 16.885  -0.276
4 N 14.583 10.737 15.687  -0.049
5 N 15.902 10.515 15.289  0.111
6 C 16.011 10.817 14.020  -0.421
7 O 15.133 11.538 13.437  -0.178
8 C 17.214 10.341 13.223  -0.133
9 C 17.969 9.359 13.774  -0.023
10 C 19.091 8.949 13.052  -0.037
11 C 19.343 9.458 11.780  -0.041
12 C 18.562 10.499 11.271  -0.092
13 C 17.481 10.914 11.948  -0.058
14 C 12.778 11.009 17.140  -0.200
15 C 12.266 10.867 18.391  -0.007
16 C 11.025 11.333 18.635  -0.035
17 C 10.325 11.996 17.681  -0.025
18 C 10.890 12.039 16.440  -0.116
19 N 12.057 11.527 16.120  0.034
20 H 16.079 10.112 17.687  0.083
21 H 14.728 9.080 18.157  0.113
22 H 14.827 10.705 18.844  0.095
23 H 17.605 8.870 14.686  0.123
24 H 19.713 8.199 13.430  0.094
25 H 20.191 9.132 11.258  0.095
26 H 18.776 10.988 10.283  0.134
27 H 16.927 11.752 11.540  0.101
28 H 12.823 10.432 19.174  0.114
29 H 10.586 11.153 19.676  0.162
30 H 9.353 12.437 17.861  0.129
31 H 10.317 12.470 15.581  0.131
32 N 13.821 13.548 15.337  0.032
33 C 13.330 14.889 15.084  -0.297
34 C 13.558 15.922 16.002  -0.034
35 C 13.117 17.154 15.659  -0.057
36 C 12.500 17.467 14.405  -0.029
37 C 12.386 16.448 13.502  -0.074
38 C 12.782 15.135 13.832  -0.287
39 P 12.470 13.708 12.713  1.129
40 C 10.703 13.904 12.283  -0.375
41 C 10.240 13.237 11.138  -0.094
42 C 8.869 13.313 10.774  -0.058
43 C 8.025 13.901 11.649  -0.100
44 C 8.425 14.421 12.854  -0.070
45 C 9.765 14.523 13.136  -0.084
46 C 13.332 14.352 11.202  -0.364
47 C 12.797 15.118 10.230  -0.100
48 C 13.575 15.681 9.174  -0.039
49 C 14.964 15.471 9.144  -0.061
50 C 15.504 14.779 10.210  -0.083
51 C 14.712 14.200 11.176  -0.120
52 H 13.643 13.287 16.342  0.106
53 H 14.828 13.479 15.168  0.109
54 H 14.083 15.666 16.956  0.138
55 H 13.232 18.033 16.357  0.136
56 H 12.209 18.456 14.218  0.099
57 H 11.877 16.573 12.580  0.102
58 H 10.932 12.645 10.469  0.112
59 H 8.552 12.892 9.797  0.125
60 H 6.946 13.918 11.500  0.121
61 H 7.660 14.853 13.505  0.124
62 H 10.054 15.144 13.924  0.088
63 H 11.752 15.358 10.130  0.108
64 H 13.101 16.183 8.334  0.112
65 H 15.596 15.903 8.382  0.113
66 H 16.576 14.661 10.219  0.111
67 H 15.254 13.603 11.930  0.098
68 N 10.894 10.857 13.341  0.068
69 C 10.275 9.642 13.765  -0.202
70 C 8.940 9.322 13.732  0.014
71 C 8.572 8.008 14.107  -0.066
72 C 9.461 7.038 14.367  -0.042
73 C 10.820 7.352 14.456  -0.134
74 C 11.834 6.392 14.808  0.035
75 C 13.159 6.741 14.754  -0.006
76 C 13.493 8.119 14.564  -0.093
77 N 12.602 9.072 14.348  0.049
78 C 11.265 8.688 14.223  -0.117
79 H 10.291 11.645 13.345  0.061
80 H 11.322 10.820 12.469  0.021
81 H 8.231 10.078 13.351  0.132
82 H 7.507 7.678 14.081  0.135
83 H 9.062 6.089 14.694  0.129
84 H 11.447 5.451 15.204  0.133
85 H 14.012 6.107 14.815  0.108
86 H 14.501 8.453 14.641  0.101
87 O 13.137 10.547 11.988  -0.620
88 S 14.108 10.753 10.781  1.101
89 C 14.770 9.115 10.546  -0.378
90 C 14.098 8.030 11.061  -0.088
91 C 14.543 6.761 10.730  -0.055
92 C 15.645 6.609 9.883  -0.050
93 C 16.321 7.745 9.387  -0.045
94 C 15.813 9.043 9.623  -0.067
95 C 13.046 11.014 9.371  -0.353
96 C 13.228 12.111 8.517  -0.063
97 C 12.248 12.444 7.588  -0.042
98 C 11.127 11.640 7.510  -0.073
99 C 10.917 10.558 8.325  -0.066
100 C 11.910 10.224 9.231  -0.072
101 H 13.220 8.137 11.684  0.099
102 H 13.980 5.934 11.181  0.118
103 H 16.204 5.674 9.758  0.118
104 H 17.224 7.561 8.738  0.133
105 H 16.338 9.959 9.299  0.120
106 H 14.132 12.659 8.593  0.094
107 H 12.348 13.321 6.944  0.124
108 H 10.344 11.823 6.780  0.120
109 H 10.030 9.956 8.180  0.120
110 H 11.704 9.383 9.883  0.116

Properties
Kohn-Sham gap   7.8423 eV
2S+1   1
Strongest force on any atom   4.1 eV Å⁻¹
Electronic energy   -109559.553 eV
ΔE to the lowest compared entry with this formula, charge and spin   22.4 kcal/mol
Net charge   +2

Please write out number 1 again, unchanged.
Entry from OMol25: a cluster of 2 separate species, C7H6Cl3N in total (the ωB97M-V functional and the def2-TZVPD basis).

Each line ends with the natural charge from an NBO analysis.
CARTESIAN COORDINATES (ANGSTROEM)
1 C -1.294 -1.212 0.330  -0.312
2 C 1.068 -1.250 -0.198  -0.285
3 C -0.017 -1.785 0.444  -0.021
4 C -1.560 -0.147 -0.463  0.031
5 C 1.169 1.436 1.000  0.196
6 C -0.443 0.505 -1.197  -0.544
7 C 0.964 0.020 -0.828  -0.066
8 N 0.282 2.218 1.034  -0.662
9 Cl 0.013 -3.240 1.418  0.007
10 Cl -3.115 0.424 -0.741  0.061
11 Cl 2.201 0.512 -1.912  0.021
12 H -2.206 -1.673 0.839  0.240
13 H 2.144 -1.652 -0.098  0.244
14 H 2.074 1.196 1.589  0.177
15 H -0.728 0.177 -2.223  0.244
16 H -0.547 1.638 -0.876  0.278
17 H -0.006 2.834 1.882  0.391

Properties
Kohn-Sham gap (spin up / spin down)   6.9661 / 6.9678 eV
2S+1   1
Strongest force on any atom   5.1 eV Å⁻¹
Electronic energy   -46409.597 eV
ΔE to the lowest compared entry with this formula, charge and spin   0.0 kcal/mol

> What is the formula in the second record?

BF4H26O13